No. 1
The following is a quantum chemistry calculation of one molecule with the formula C4H7NO2, from the OMol25 dataset.

The calculation puts the HOMO energy at -0.3413 hartree. The calculation puts the energy above the lowest of the compared OMol25 structures with the same formula, charge and spin at 70.7 kcal per mole. The SMILES is C=N[C@](C)(O)C=O.

```
! wB97M-V def2-TZVPD RIJCOSX def2/J DEFGRID3
* xyz 0 1
C -1.17 1.80 -0.27
C -0.01 -0.82 1.64
C 1.44 -0.35 -0.67
C 0.09 -0.28 -0.03
N -0.21 1.11 0.17
O -0.80 -1.71 1.84
O -0.95 -0.92 -0.73
H -1.28 2.76 0.18
H -1.97 1.57 -1.10
H 0.63 -0.28 2.27
H 1.40 -1.30 -1.18
H 2.15 -0.06 0.01
H 1.45 0.35 -1.52
H -0.77 -1.87 -0.61
*
```

Here are the Löwdin charges for atoms 1 to 8, given in e:
1. C -0.03
2. C -0.09
3. C -0.01
4. C -0.55
5. N 0.01
6. O 0.06
7. O -0.01
8. H 0.05


No. 2
The following is a quantum chemistry calculation of C41H41FOsP2 as an isolated structure, from the OMol25 dataset.

The calculation puts the HOMO energy (spin up / spin down) at -0.4643 / -0.4978 hartree.

```
! wB97M-V def2-TZVPD RIJCOSX def2/J DEFGRID3
* xyz 2 5
Os 1.55 -2.90 2.36
C 3.10 -2.20 3.63
C 2.45 -1.06 3.04
C 3.23 -0.30 1.98
C 3.33 -1.07 0.65
C 2.52 -2.37 0.61
C 3.08 -3.58 1.16
C 4.44 -3.54 1.84
C 4.46 -2.67 3.12
C -0.33 -3.34 1.86
H 2.88 -2.43 4.68
H 1.76 -0.47 3.65
H 4.24 -0.04 2.37
H 2.74 0.66 1.78
H 2.92 -0.42 -0.14
H 4.38 -1.25 0.40
H 1.83 -2.46 -0.24
H 2.81 -4.54 0.71
H 5.20 -3.19 1.12
H 4.75 -4.56 2.10
H 4.92 -3.26 3.92
H 5.11 -1.79 2.99
H -0.75 -3.85 2.75
H -0.35 -4.05 1.01
H -0.94 -2.46 1.65
P -1.89 3.11 -0.74
P -2.20 1.52 -2.90
C -0.70 3.53 -2.02
C -0.93 2.81 -3.15
C -2.67 4.73 -0.41
C -2.03 5.93 -0.73
C -2.66 7.15 -0.47
C -3.94 7.16 0.10
C -4.61 5.96 0.37
C -3.99 4.74 0.11
C -0.83 2.76 0.71
C -0.29 1.46 0.71
C 0.41 1.03 1.83
C 0.78 1.93 2.84
C 0.27 3.23 2.82
C -0.59 3.63 1.79
C -3.23 1.81 -4.43
C -4.01 2.99 -4.50
C -4.65 3.35 -5.69
C -4.53 2.53 -6.82
C -3.82 1.33 -6.74
C -3.18 0.97 -5.55
C -1.23 0.04 -3.34
C -1.87 -1.21 -3.26
C -1.23 -2.34 -3.77
C 0.05 -2.24 -4.34
C 0.72 -1.01 -4.33
C 0.09 0.12 -3.80
H 0.10 4.25 -1.83
H -0.48 2.94 -4.13
H -1.05 5.93 -1.20
H -2.14 8.08 -0.70
H -4.43 8.11 0.31
H -5.63 5.97 0.77
H -4.50 3.79 0.31
H -0.44 0.78 -0.13
H 0.68 -0.03 1.91
H 1.48 1.62 3.62
H 0.53 3.92 3.63
H -1.07 4.61 1.82
H -4.08 3.65 -3.63
H -5.22 4.28 -5.76
H -4.98 2.83 -7.77
H -3.72 0.68 -7.62
H -2.62 0.04 -5.50
H -2.87 -1.28 -2.81
H -1.74 -3.31 -3.74
H 0.53 -3.12 -4.77
H 1.72 -0.91 -4.74
H 0.63 1.07 -3.79
F 2.78 -7.44 6.49
C 2.34 -6.55 5.54
C 2.59 -6.84 4.20
C 2.23 -5.88 3.24
C 1.72 -4.66 3.64
C 1.41 -4.43 4.99
C 1.73 -5.38 5.96
H 3.04 -7.79 3.92
H 2.37 -6.09 2.18
H 0.96 -3.48 5.27
H 1.53 -5.22 7.02
*
```

Here are the Löwdin charges for atoms 1 to 8, given in e:
1. Os 1.49
2. C -0.28
3. C -0.26
4. C -0.18
5. C -0.16
6. C -0.29
7. C -0.30
8. C -0.16


No. 3
The following is a quantum chemistry calculation of C15H14AsF5O6S4Sb2SeV as an isolated structure, from the OMol25 dataset.

The calculation puts the HOMO energy (spin up / spin down) at -0.0271 / -0.0879 hartree. The calculation puts the energy above the lowest of the compared OMol25 structures with the same formula, charge and spin at 34.9 kcal per mole.

```
! wB97M-V def2-TZVPD RIJCOSX def2/J DEFGRID3
* xyz -2 4
V -1.15 -0.66 0.11
O -1.90 -2.38 0.14
As -0.33 -3.19 -2.58
O 0.21 -3.61 -4.08
O 0.40 -0.90 -0.09
C -2.29 -3.57 -2.77
C -2.79 -4.86 -2.91
C -4.15 -5.08 -3.02
C -5.04 -4.01 -3.01
C -4.56 -2.71 -2.89
C -3.19 -2.52 -2.77
S -2.52 -0.89 -2.63
O -2.84 -0.38 -1.28
O -3.05 -0.11 -3.71
O -1.05 -1.15 -2.68
H -1.63 -2.87 0.93
H -2.10 -5.70 -2.93
H -4.53 -6.09 -3.12
H -6.10 -4.18 -3.11
H -5.23 -1.86 -2.90
S 1.95 1.28 2.73
Sb -0.43 1.57 2.92
S -1.21 1.86 0.21
S -1.31 -0.62 2.52
C 3.54 -1.30 0.55
Sb 1.96 -1.35 1.97
C 1.26 -3.38 1.61
C 3.19 -1.87 3.67
H 4.24 -2.12 0.74
H 4.05 -0.34 0.64
H 3.12 -1.40 -0.45
H 2.10 -4.08 1.69
H 0.82 -3.41 0.62
H 0.51 -3.61 2.37
H 3.81 -2.74 3.44
H 2.57 -2.09 4.53
H 3.82 -1.01 3.91
F -5.14 6.71 -2.44
C -4.20 5.76 -2.34
C -2.88 6.05 -2.61
F -2.54 7.30 -2.97
C -1.92 5.06 -2.50
F -0.66 5.41 -2.78
C -2.23 3.76 -2.13
Se -0.89 2.40 -2.00
C -3.58 3.49 -1.88
F -3.98 2.27 -1.55
C -4.55 4.47 -1.97
F -5.84 4.19 -1.72
*
```

Here are the Löwdin charges for atoms 1 to 8, given in e:
1. V 0.29
2. O -0.43
3. As 1.17
4. O -0.67
5. O -0.57
6. C -0.34
7. C -0.11
8. C -0.11


No. 4
The following is a quantum chemistry calculation of C11H17BN6V as an isolated structure, from the OMol25 dataset.

The calculation puts the HOMO energy (spin up / spin down) at -0.5805 / -0.5879 hartree. The calculation puts the energy above the lowest of the compared OMol25 structures with the same formula, charge and spin at 22.7 kcal per mole.

```
! wB97M-V def2-TZVPD RIJCOSX def2/J DEFGRID3
* xyz 2 4
C -1.15 2.54 -0.39
N -0.33 1.45 -0.50
N 0.03 1.31 -1.86
C -0.49 2.36 -2.53
C -1.18 3.20 -1.64
B 1.01 0.23 -2.48
N 2.11 -0.04 -1.42
N 1.89 -0.40 -0.08
C 3.14 -0.59 0.47
C 4.12 -0.24 -0.48
C 3.43 0.02 -1.66
V 0.11 0.01 0.74
N 0.37 -1.17 -2.89
N -0.15 -1.88 -1.80
C -0.72 -2.97 -2.25
C -0.51 -3.09 -3.64
C 0.18 -1.93 -4.02
H -1.31 -3.63 -1.61
H 0.46 -1.64 -5.02
H -0.87 -3.89 -4.25
H 1.53 0.66 -3.49
H 3.79 0.24 -2.65
H -0.32 2.41 -3.60
H 5.17 -0.16 -0.33
H -1.65 4.15 -1.84
H 3.31 -0.96 1.48
H -1.71 2.74 0.51
H 0.58 -0.70 2.21
C 0.49 0.37 2.58
H 1.45 0.75 2.90
H -0.05 1.11 1.84
H -0.05 0.31 3.52
C -1.67 -1.11 0.88
H -2.31 -0.76 1.73
H -1.45 -2.21 0.96
H -2.19 -0.97 -0.09
*
```

Here are the Löwdin charges for atoms 1 to 8, given in e:
1. C -0.05
2. N -0.09
3. N 0.01
4. C -0.01
5. C 0.01
6. B -0.43
7. N -0.02
8. N -0.07


No. 5
The following is a quantum chemistry calculation of one molecule with the formula C4H9N3, from the OMol25 dataset.

The calculation puts the HOMO energy at -0.2916 hartree. The calculation puts the energy above the lowest of the compared OMol25 structures with the same formula, charge and spin at 103.0 kcal per mole. The SMILES is [H]/N=C\NNC(=C)C.

```
! wB97M-V def2-TZVPD RIJCOSX def2/J DEFGRID3
* xyz 0 1
C 1.94 0.49 -0.23
N -0.91 0.56 -0.92
N -0.27 -0.64 -0.68
C 0.82 -0.42 0.22
C -2.19 0.12 -0.23
C 0.95 -1.18 1.32
N -2.96 1.02 0.25
H -0.47 1.41 -1.25
H -0.55 -1.60 -0.87
H -2.62 1.95 -0.02
H -2.52 -0.92 -0.14
H 2.10 0.49 -1.31
H 1.73 1.51 0.09
H 2.89 0.21 0.22
H 1.85 -1.12 1.92
H 0.20 -1.89 1.63
*
```

Here are the Löwdin charges for atoms 1 to 8, given in e:
1. C -0.07
2. N -0.02
3. N -0.13
4. C -0.40
5. C -0.23
6. C 0.04
7. N 0.06
8. H 0.13


No. 6
The following is a quantum chemistry calculation of C38H46BN8OPSTeTl as an isolated structure, from the OMol25 dataset.

The calculation puts the HOMO energy (spin up / spin down) at -0.2882 / -0.2996 hartree.

```
! wB97M-V def2-TZVPD RIJCOSX def2/J DEFGRID3
* xyz 0 2
Tl 0.16 -0.06 0.00
C 2.36 2.25 -3.45
C 1.88 1.04 -2.92
N 1.85 1.09 -1.60
N 2.29 2.31 -1.24
C 2.61 3.02 -2.34
B 2.41 2.78 0.23
N 1.03 3.22 0.79
C 0.67 4.46 1.16
C -0.63 4.41 1.64
C -0.97 3.06 1.52
N 0.03 2.35 1.01
N 3.00 1.67 1.12
C 4.11 1.74 1.88
C 4.23 0.56 2.58
C 3.12 -0.19 2.17
N 2.39 0.48 1.29
H 2.51 2.51 -4.48
H 1.55 0.15 -3.44
H 3.01 4.02 -2.24
H 3.14 3.74 0.25
H 1.35 5.28 1.06
H -1.22 5.22 2.03
H -1.90 2.56 1.79
H 4.72 2.62 1.87
H 5.00 0.28 3.27
H 2.82 -1.19 2.46
C -1.29 -4.32 -9.33
C -1.27 -3.91 -7.88
C -0.27 -4.35 -7.02
C -0.23 -3.99 -5.68
C 0.90 -4.51 -4.84
C -1.25 -3.16 -5.18
Te -1.22 -2.62 -3.06
N -2.26 -2.48 -1.01
C -3.37 -2.35 -0.45
O -3.45 -2.68 0.89
C -4.69 -1.86 -0.95
C -4.84 -1.55 -2.29
C -6.05 -1.08 -2.77
C -7.12 -0.91 -1.90
C -6.97 -1.22 -0.56
C -5.76 -1.70 -0.08
C -1.23 -4.64 -2.43
C -2.33 -5.45 -2.70
C -3.57 -4.99 -3.42
C -2.33 -6.76 -2.22
C -1.28 -7.27 -1.48
C -1.29 -8.68 -0.97
C -0.21 -6.43 -1.20
C -0.16 -5.11 -1.65
C 1.05 -4.30 -1.27
C -2.23 -2.66 -6.04
C -3.32 -1.71 -5.60
C -2.23 -3.05 -7.37
H -0.42 -4.91 -9.59
H -1.32 -3.45 -9.99
H -2.18 -4.92 -9.55
H 0.52 -4.99 -7.41
H 1.71 -4.86 -5.48
H 0.59 -5.34 -4.21
H 1.31 -3.73 -4.18
H -4.00 -1.68 -2.96
H -6.16 -0.84 -3.82
H -8.07 -0.54 -2.28
H -7.81 -1.09 0.12
H -5.65 -1.94 0.97
H -3.44 -4.05 -3.95
H -4.39 -4.86 -2.71
H -3.89 -5.74 -4.15
H -3.19 -7.39 -2.43
H -2.25 -9.16 -1.17
H -1.11 -8.71 0.11
H -0.51 -9.27 -1.45
H 0.62 -6.80 -0.60
H 1.94 -4.68 -1.78
H 1.23 -4.38 -0.20
H 0.96 -3.24 -1.50
H -3.02 -1.09 -4.76
H -4.23 -2.25 -5.30
H -3.59 -1.05 -6.42
H -3.00 -2.67 -8.03
S -1.97 -3.34 1.36
C -2.52 -3.69 2.93
N -2.80 -3.95 4.02
C -1.35 3.96 -2.59
P -1.47 2.20 -2.06
C -3.15 2.22 -1.31
C -1.87 1.41 -3.67
H -2.22 4.26 -3.17
H -0.45 4.09 -3.19
H -1.27 4.59 -1.71
H -3.91 2.55 -2.03
H -3.16 2.90 -0.46
H -3.42 1.23 -0.95
H -2.72 1.89 -4.16
H -2.11 0.36 -3.50
H -1.00 1.46 -4.33
*
```

Here are the Löwdin charges for atoms 1 to 8, given in e:
1. Tl 0.69
2. C -0.07
3. C -0.19
4. N -0.06
5. N -0.03
6. C -0.09
7. B -0.54
8. N -0.03


No. 7
The following is a quantum chemistry calculation of one molecule with the formula C9H8BrFN2, from the OMol25 dataset.

The calculation puts the HOMO energy (spin up / spin down) at -0.2722 / -0.2723 hartree. The calculation puts the energy above the lowest of the compared OMol25 structures with the same formula, charge and spin at 114.7 kcal per mole. The SMILES is N/C(F)=C/C=C\C1=C=NCC(Br)=C1.

```
! wB97M-V def2-TZVPD RIJCOSX def2/J DEFGRID3
* xyz 0 1
C -0.26 -0.47 1.80
C 1.04 -0.28 1.35
C 2.77 0.24 -0.25
C -1.36 -0.60 0.87
C 1.36 0.03 0.01
C 3.03 1.05 -1.33
C 0.72 0.31 -1.10
C 2.04 1.61 -2.34
C -2.58 -0.86 1.26
N 0.90 0.65 -2.30
N -3.66 -1.16 0.44
F -2.76 -0.93 2.62
Br 4.76 1.67 -1.70
H -0.47 -0.72 2.84
H 2.00 -0.38 1.95
H 3.43 -0.29 0.34
H -1.16 -0.38 -0.17
H 1.75 2.65 -2.22
H 2.43 1.38 -3.34
H -4.53 -0.83 0.91
H -3.65 -2.17 0.43
*
```

Here are the Löwdin charges for atoms 1 to 8, given in e:
1. C -0.05
2. C -0.05
3. C -0.07
4. C -0.05
5. C -0.28
6. C -0.66
7. C -0.04
8. C -0.22


No. 8
The following is a quantum chemistry calculation of C31H35F9N4OP2Pd as an isolated structure, from the OMol25 dataset.

The calculation puts the HOMO energy (spin up / spin down) at -0.2537 / -0.3124 hartree. The calculation puts the energy above the lowest of the compared OMol25 structures with the same formula, charge and spin at 0.0 kcal per mole.

```
! wB97M-V def2-TZVPD RIJCOSX def2/J DEFGRID3
* xyz 0 3
Pd 0.09 -0.48 -0.01
C 7.73 -0.52 -2.55
C 6.78 -0.50 -3.49
C 6.55 -1.59 -4.50
C 6.69 -3.04 -3.97
C 6.15 -3.28 -2.58
C 6.87 -3.16 -1.46
C 8.34 -2.79 -1.44
C 8.75 -1.62 -2.37
C -0.28 -1.32 1.86
H 7.85 0.32 -1.85
H 6.14 0.38 -3.61
H 7.25 -1.47 -5.35
H 5.53 -1.46 -4.91
H 6.13 -3.69 -4.66
H 7.74 -3.34 -4.04
H 5.11 -3.62 -2.55
H 6.45 -3.40 -0.48
H 8.97 -3.65 -1.71
H 8.60 -2.51 -0.41
H 9.64 -1.15 -1.93
H 9.06 -2.03 -3.34
H 0.24 -0.65 2.54
H 0.09 -2.35 1.97
H -1.37 -1.29 2.01
P 1.05 -2.42 -0.75
P 1.30 0.33 -1.71
N 2.15 -3.26 0.29
N -0.19 -3.56 -1.20
N 2.85 0.89 -1.24
N 0.68 1.68 -2.53
C 2.03 -2.26 -2.27
C 1.69 -0.92 -2.95
C 2.57 -2.77 1.54
C 3.15 -3.81 2.24
C 3.14 -4.97 1.39
C 2.55 -4.60 0.19
C -1.28 -3.84 -0.36
C -2.27 -4.45 -1.12
C -1.79 -4.52 -2.48
C -0.53 -3.97 -2.50
C 3.13 1.37 0.05
C 4.49 1.66 0.12
C 5.06 1.36 -1.15
C 4.04 0.90 -1.97
C 1.29 2.36 -3.60
C 0.39 3.30 -4.09
C -0.80 3.22 -3.30
C -0.60 2.24 -2.34
H 1.85 -3.12 -2.94
H 3.10 -2.32 -2.01
H 2.51 -0.56 -3.59
H 0.81 -1.02 -3.60
H 2.38 -1.74 1.81
H 3.52 -3.76 3.25
H 3.49 -5.95 1.65
H 2.37 -5.15 -0.72
H -1.27 -3.54 0.67
H -3.22 -4.79 -0.76
H -2.33 -4.92 -3.33
H 0.15 -3.81 -3.33
H 2.33 1.46 0.77
H 5.01 2.04 0.98
H 6.10 1.45 -1.44
H 4.06 0.61 -3.01
H 2.29 2.11 -3.90
H 0.57 3.98 -4.91
H -1.70 3.82 -3.41
H -1.20 1.89 -1.52
F -1.65 3.56 2.38
C -2.46 3.35 1.32
F -3.68 3.87 1.62
F -1.94 4.06 0.28
C -2.49 1.77 0.91
O -1.32 1.38 0.42
C -2.96 0.91 2.18
F -4.05 1.45 2.80
F -3.29 -0.36 1.80
F -1.97 0.82 3.09
C -3.68 1.65 -0.15
F -4.91 1.87 0.39
F -3.52 2.53 -1.18
F -3.66 0.41 -0.69
*
```

Here are the Löwdin charges for atoms 1 to 8, given in e:
1. Pd 0.58
2. C -0.11
3. C -0.13
4. C -0.18
5. C -0.20
6. C -0.12
7. C -0.11
8. C -0.18


Result set for DFT total energy: -9844.213; -66923.116; -249946.115; -46968.196; -8760.059; -86907.596; -85197.903; -87234.229 eV, one per record in the order listed.